(1)
{
  "formula": "C42H41F15O12",
  "method": "ωB97M-V/def2-TZVPD",
  "smiles": "O=C1OC[C@@H](F)O1.O=C1OC[C@@H](F)O1.CCOC(=O)C(F)(F)F.CCOC(=O)C(F)(F)F.CCOC(=O)C(F)(F)F.Fc1ccccc1.Fc1ccccc1.Fc1ccccc1.Fc1ccccc1",
  "orbital_gap_ev": 9.331,
  "e_lumo_ev": 0.460,
  "species": ["O", "C", "O", "C", "C", "F", "O", "H", "H", "H", "O", "C", "O", "C", "C", "F", "O", "H", "H", "H", "C", "C", "O", "C", "O", "C", "F", "F", "F", "H", "H", "H", "H", "H", "C", "C", "O", "C", "O", "C", "F", "F", "F", "H", "H", "H", "H", "H", "C", "C", "O", "C", "O", "C", "F", "F", "F", "H", "H", "H", "H", "H", "F", "C", "C", "C", "C", "C", "C", "H", "H", "H", "H", "H", "F", "C", "C", "C", "C", "C", "C", "H", "H", "H", "H", "H", "F", "C", "C", "C", "C", "C", "C", "H", "H", "H", "H", "H", "F", "C", "C", "C", "C", "C", "C", "H", "H", "H", "H", "H"],
  "positions_angstrom": [[1.184, 4.294, -1.401], [0.726, 4.114, -2.471], [-0.264, 3.190, -2.731], [-0.399, 3.121, -4.171], [0.194, 4.426, -4.553], [-0.799, 5.443, -4.610], [1.194, 4.714, -3.581], [0.200, 2.281, -4.531], [-1.488, 3.088, -4.411], [0.726, 4.430, -5.494], [-0.049, -0.449, -4.291], [-0.880, -0.954, -3.658], [-1.268, -0.667, -2.413], [-2.023, -1.794, -1.928], [-2.562, -2.401, -3.151], [-3.809, -1.850, -3.434], [-1.642, -2.064, -4.107], [-1.335, -2.484, -1.456], [-2.746, -1.418, -1.177], [-2.630, -3.446, -3.106], [5.511, -7.633, 4.924], [4.864, -8.123, 3.643], [3.733, -7.265, 3.215], [3.995, -6.115, 2.666], [5.034, -5.706, 2.241], [2.673, -5.363, 2.562], [2.757, -4.137, 2.073], [1.803, -6.068, 1.845], [2.064, -5.265, 3.725], [5.944, -6.634, 4.843], [6.204, -8.425, 5.176], [4.753, -7.633, 5.745], [4.357, -9.058, 3.797], [5.525, -8.254, 2.775], [3.662, 1.128, -4.156], [3.090, 0.432, -5.375], [2.383, 1.581, -6.098], [2.198, 1.405, -7.353], [2.468, 0.464, -7.994], [1.440, 2.610, -7.963], [0.213, 2.726, -7.399], [2.132, 3.730, -7.564], [1.353, 2.477, -9.302], [4.337, 0.511, -3.563], [2.894, 1.542, -3.427], [4.262, 1.960, -4.654], [2.349, -0.315, -5.112], [3.865, -0.105, -6.068], [-2.971, 1.938, -0.735], [-4.051, 1.853, 0.269], [-3.560, 1.153, 1.434], [-3.658, -0.147, 1.370], [-3.981, -0.895, 0.479], [-3.297, -0.744, 2.761], [-3.298, 0.184, 3.713], [-4.165, -1.714, 3.081], [-2.084, -1.325, 2.724], [-2.607, 0.944, -0.943], [-2.163, 2.573, -0.367], [-3.367, 2.400, -1.639], [-4.903, 1.374, -0.173], [-4.383, 2.753, 0.767], [-1.253, -7.041, -0.717], [-2.296, -6.295, -0.287], [-1.945, -5.203, 0.518], [-2.959, -4.352, 0.891], [-4.291, -4.694, 0.589], [-4.557, -5.794, -0.132], [-3.575, -6.681, -0.620], [-0.959, -4.956, 0.833], [-2.731, -3.420, 1.403], [-5.067, -4.090, 0.974], [-5.582, -6.053, -0.439], [-3.746, -7.553, -1.262], [-2.298, 3.560, 5.266], [-2.121, 4.535, 4.313], [-2.709, 4.323, 3.107], [-2.720, 5.308, 2.126], [-2.259, 6.640, 2.402], [-1.726, 6.825, 3.653], [-1.617, 5.814, 4.620], [-3.195, 3.420, 2.928], [-3.200, 5.067, 1.147], [-2.202, 7.501, 1.718], [-1.216, 7.764, 3.878], [-1.266, 6.030, 5.642], [2.335, 5.929, 3.579], [1.744, 4.742, 3.903], [1.313, 3.869, 2.921], [0.656, 2.729, 3.351], [0.504, 2.501, 4.700], [0.980, 3.377, 5.714], [1.591, 4.527, 5.281], [1.443, 4.153, 1.901], [0.425, 1.972, 2.609], [0.031, 1.556, 5.043], [0.977, 3.189, 6.762], [2.006, 5.242, 5.959], [-0.723, -0.011, 0.628], [0.562, -0.045, 0.091], [1.149, -1.251, -0.193], [2.456, -1.266, -0.607], [3.147, -0.070, -0.770], [2.561, 1.093, -0.378], [1.197, 1.158, -0.018], [0.604, -2.231, 0.032], [2.885, -2.217, -0.849], [4.153, -0.128, -1.082], [3.211, 1.985, -0.456], [0.579, 2.153, 0.059]]
}

---

(2)
{
  "formula": "C42H41GaN3OP3S",
  "method": "ωB97M-V/def2-TZVPD",
  "relative_energy_kj_mol": 15.23,
  "orbital_gap_ev": [6.007, 5.218],
  "total_charge": 4,
  "e_lumo_ev": [-11.676, -12.200],
  "species": ["Ga", "O", "S", "C", "C", "C", "C", "C", "C", "P", "C", "C", "C", "C", "C", "C", "C", "C", "C", "C", "C", "C", "C", "C", "C", "C", "C", "C", "P", "C", "C", "C", "C", "C", "C", "C", "C", "C", "C", "C", "C", "H", "H", "H", "H", "H", "H", "H", "H", "H", "H", "H", "H", "H", "H", "H", "H", "H", "H", "H", "H", "H", "H", "H", "H", "H", "H", "H", "H", "C", "N", "C", "N", "C", "N", "C", "P", "C", "C", "H", "H", "H", "H", "H", "H", "H", "H", "H", "H", "H", "H", "H"],
  "positions_angstrom": [[-0.239, -0.510, -1.209], [-0.080, 0.062, 0.818], [0.994, 1.187, 0.855], [0.237, 2.638, 1.519], [-0.409, 2.568, 2.749], [-1.033, 3.691, 3.270], [-1.000, 4.888, 2.567], [-0.368, 4.952, 1.332], [0.245, 3.827, 0.780], [1.062, 4.038, -0.819], [-0.031, 4.518, -2.112], [-1.372, 4.862, -1.891], [-2.147, 5.288, -2.952], [-1.607, 5.347, -4.234], [-0.290, 4.966, -4.466], [0.499, 4.544, -3.415], [2.517, 5.005, -0.630], [2.818, 6.075, -1.493], [3.937, 6.849, -1.253], [4.766, 6.560, -0.174], [4.484, 5.492, 0.676], [3.371, 4.712, 0.451], [2.222, 0.705, 2.055], [2.458, 1.406, 3.225], [3.470, 0.999, 4.092], [4.254, -0.099, 3.786], [4.038, -0.783, 2.595], [3.029, -0.390, 1.717], [2.873, -1.369, 0.213], [4.434, -1.488, -0.579], [4.959, -2.720, -1.016], [6.206, -2.757, -1.604], [6.926, -1.579, -1.786], [6.408, -0.352, -1.373], [5.167, -0.299, -0.779], [2.030, -2.898, 0.461], [1.664, -3.340, 1.739], [1.081, -4.586, 1.884], [0.844, -5.379, 0.766], [1.176, -4.930, -0.509], [1.762, -3.689, -0.671], [-0.442, 1.631, 3.292], [-1.533, 3.635, 4.227], [-1.459, 5.775, 2.980], [-0.331, 5.898, 0.805], [-1.801, 4.824, -0.898], [-3.170, 5.592, -2.782], [-2.218, 5.691, -5.057], [0.117, 5.003, -5.466], [1.524, 4.248, -3.600], [2.166, 6.319, -2.319], [4.158, 7.688, -1.897], [5.635, 7.177, 0.012], [5.134, 5.287, 1.514], [3.148, 3.889, 1.121], [1.887, 2.288, 3.475], [3.642, 1.553, 5.005], [5.042, -0.416, 4.456], [4.676, -1.620, 2.340], [4.411, -3.638, -0.857], [6.631, -3.702, -1.912], [7.903, -1.617, -2.249], [6.983, 0.550, -1.519], [4.761, 0.652, -0.453], [1.854, -2.727, 2.611], [0.825, -4.950, 2.869], [0.403, -6.359, 0.890], [0.989, -5.556, -1.371], [2.039, -3.346, -1.663], [-5.783, -3.434, 0.315], [-5.979, -2.468, -0.872], [-6.607, -1.171, -0.326], [-5.805, -0.626, 0.709], [-5.640, -1.591, 1.794], [-5.006, -2.822, 1.329], [-3.610, -2.627, 0.946], [-3.422, -1.421, -0.452], [-4.684, -2.195, -1.580], [-4.530, -0.098, 0.232], [-5.311, -4.331, -0.084], [-6.786, -3.667, 0.674], [-6.632, -2.894, -1.534], [-7.593, -1.452, 0.047], [-6.710, -0.489, -1.171], [-6.622, -1.832, 2.205], [-5.034, -1.148, 2.582], [-3.174, -3.588, 0.661], [-3.049, -2.263, 1.810], [-4.314, -3.143, -1.975], [-4.897, -1.539, -2.425], [-4.714, 0.658, -0.535], [-4.020, 0.397, 1.060]]
}